No. 1
The following is a DFT calculation (the ωB97M-V functional and the def2-TZVPD basis) of a molecular structure, C24H38N3O3RuSSb.

Last column: Löwdin spin population.
CARTESIAN COORDINATES (ANGSTROEM)
Ru  1.325  -0.296  0.834  0.918
N  0.790  -0.100  4.930  -0.001
C  0.893  0.094  3.621  0.001
O  1.383  -0.797  2.882  0.022
C  0.402  1.368  2.974  -0.002
C  1.214  1.526  1.695  -0.018
H  1.118  -0.963  5.335  0.000
H  0.405  0.607  5.532  0.000
H  0.486  2.220  3.654  -0.001
H  -0.652  1.235  2.742  0.000
H  2.226  1.847  1.945  0.000
H  0.786  2.242  0.992  0.007
C  -0.942  5.708  -4.095  0.000
C  -0.496  4.337  -3.674  0.001
C  0.299  3.563  -4.515  0.000
C  0.698  2.287  -4.149  0.001
C  0.294  1.781  -2.924  0.002
C  -0.502  2.530  -2.068  0.001
C  -0.888  3.803  -2.446  0.000
S  0.766  0.153  -2.454  0.008
O  1.679  -0.352  -3.435  0.002
O  -0.420  -0.587  -2.118  -0.001
N  1.548  0.354  -1.031  0.054
C  2.883  0.729  -0.964  0.001
C  3.729  1.366  -1.863  0.007
C  5.006  1.655  -1.420  -0.001
C  5.408  1.322  -0.128  0.008
C  4.507  0.688  0.700  -0.001
N  3.282  0.384  0.271  0.004
H  -0.128  6.257  -4.569  0.000
H  -1.301  6.288  -3.247  0.000
H  -1.754  5.638  -4.820  0.000
H  0.610  3.964  -5.472  0.000
H  1.311  1.682  -4.804  0.000
H  -0.821  2.114  -1.119  0.000
H  -1.508  4.394  -1.783  0.000
H  3.398  1.612  -2.860  0.000
H  5.700  2.150  -2.085  0.000
H  6.404  1.548  0.225  0.000
H  4.757  0.397  1.713  0.000
C  -3.480  -0.743  -0.922  0.000
C  -2.696  -1.997  -0.552  -0.003
C  -2.264  -2.799  -1.774  0.000
Sb  -1.099  -1.585  0.839  -0.010
C  -2.191  -1.704  2.711  -0.003
C  -3.037  -2.972  2.791  -0.001
C  -3.055  -0.482  3.012  0.000
C  -0.116  -3.501  0.837  -0.001
C  1.061  -3.369  -0.130  0.005
C  0.324  -3.962  2.221  0.000
H  -4.352  -1.018  -1.521  0.000
H  -2.868  -0.065  -1.516  0.000
H  -3.844  -0.205  -0.044  0.000
H  -3.321  -2.642  0.073  0.000
H  -1.621  -2.222  -2.430  0.000
H  -3.159  -3.077  -2.337  0.000
H  -1.752  -3.726  -1.511  0.000
H  -1.385  -1.785  3.449  0.000
H  -3.887  -2.930  2.109  0.000
H  -3.447  -3.083  3.799  0.000
H  -2.468  -3.875  2.564  0.000
H  -3.897  -0.419  2.320  0.000
H  -2.519  0.460  2.952  0.000
H  -3.476  -0.558  4.018  0.000
H  -0.834  -4.216  0.429  0.000
H  1.818  -2.665  0.262  0.003
H  0.754  -3.020  -1.118  0.000
H  1.582  -4.321  -0.256  0.000
H  1.074  -3.291  2.641  0.000
H  0.766  -4.959  2.159  0.000
H  -0.510  -4.019  2.922  0.000

Summary:
Net charge: +1
HOMO energy (spin up / spin down) in eV: -11.200 / -11.454
Multiplicity: 2
Orbital gap (spin up / spin down) in eV: 8.56 / 7.91

No. 2
The following is a DFT calculation (the ωB97M-V functional and the def2-TZVPD basis) of a molecular structure, C24H39As3F5NO9P2W.

Last column: Löwdin spin population.
CARTESIAN COORDINATES (ANGSTROEM)
W  0.488  -0.346  -0.925  0.816
C  -0.299  -2.069  -4.804  0.073
C  -1.054  -0.834  -4.491  0.520
O  -2.362  -0.835  -4.860  0.200
P  -2.179  -2.190  -1.284  0.011
O  -3.663  -1.554  -0.999  0.001
O  -2.018  -3.059  0.111  0.002
O  -1.317  -0.931  -0.749  0.024
P  -0.299  0.690  -4.016  0.087
O  -1.633  1.444  -3.472  0.011
O  0.468  1.496  -4.965  0.043
O  0.575  0.271  -2.729  0.069
H  -0.908  -2.944  -4.570  0.010
H  0.621  -2.120  -4.223  0.002
H  -0.038  -2.113  -5.867  0.026
H  -2.749  0.030  -4.663  0.000
H  -4.206  -1.581  -1.795  0.000
H  -2.356  -3.956  -0.007  0.000
H  -1.545  2.402  -3.566  0.001
C  -0.707  3.212  1.645  0.002
As  -1.477  1.649  0.849  0.010
C  -3.195  2.135  0.189  0.000
C  -1.885  0.213  2.094  0.001
C  -0.921  -0.419  3.130  0.002
C  0.236  0.528  3.467  0.001
C  -0.370  -1.790  2.707  0.019
As  1.038  -1.843  1.353  0.031
C  1.225  -3.730  0.989  0.002
C  2.682  -1.434  2.295  0.000
C  -1.733  -0.631  4.433  0.001
As  -3.268  -1.876  4.687  0.000
C  -2.350  -3.610  4.709  0.000
C  -4.063  -2.039  2.900  0.000
H  -1.273  3.585  2.495  0.000
H  -0.680  3.962  0.853  0.000
H  0.313  2.980  1.940  0.000
H  -3.818  2.523  0.991  0.000
H  -3.654  1.250  -0.254  0.000
H  -3.057  2.888  -0.586  0.000
H  -2.392  -0.527  1.475  0.000
H  -2.669  0.743  2.653  0.000
H  0.853  0.736  2.583  0.001
H  0.881  0.080  4.225  0.000
H  -0.130  1.476  3.864  0.000
H  -1.173  -2.408  2.304  0.000
H  0.024  -2.287  3.596  0.002
H  1.449  -4.279  1.902  -0.001
H  2.038  -3.852  0.273  0.004
H  0.308  -4.099  0.538  0.000
H  2.636  -1.821  3.312  -0.001
H  2.859  -0.361  2.316  0.000
H  3.505  -1.912  1.766  0.002
H  -2.110  0.344  4.757  0.000
H  -1.040  -0.948  5.219  0.000
H  -1.544  -3.589  5.443  0.000
H  -1.952  -3.908  3.740  0.000
H  -3.075  -4.356  5.034  0.000
H  -4.490  -1.088  2.581  0.000
H  -4.882  -2.752  2.992  0.000
H  -3.371  -2.402  2.141  0.000
O  -0.482  1.336  -0.505  0.054
N  1.668  3.331  -2.225  0.000
C  1.562  4.049  -3.343  0.001
C  1.590  5.438  -3.363  0.000
C  1.735  6.122  -2.168  0.000
C  1.854  5.385  -0.998  0.000
C  1.818  4.003  -1.084  0.000
H  1.447  3.481  -4.259  0.001
H  1.507  5.965  -4.304  0.000
H  1.764  7.203  -2.148  0.000
H  1.988  5.870  -0.039  0.000
H  1.932  3.395  -0.191  0.000
F  5.956  -1.820  -3.226  0.013
C  5.020  -1.261  -2.472  0.021
C  4.014  -2.024  -1.910  0.084
F  3.954  -3.336  -2.127  0.009
C  3.126  -1.376  -1.092  0.626
F  0.685  -2.123  -1.630  0.099
C  3.088  -0.024  -0.854  0.087
O  2.035  0.541  -0.196  0.015
C  4.118  0.729  -1.429  0.023
F  4.207  2.035  -1.204  0.014
C  5.068  0.110  -2.217  -0.017
F  6.051  0.827  -2.743  -0.006

Summary:
Net charge: +1
HOMO energy (spin up / spin down) in eV: -9.611 / -11.121
Multiplicity: 4
Orbital gap (spin up / spin down) in eV: 6.06 / 6.31

No. 3
The following is a DFT calculation (the ωB97M-V functional and the def2-TZVPD basis) of a molecular structure, C24H39CoN6O8P3S2 at a distorted geometry.

Last column: Löwdin charge in e.
CARTESIAN COORDINATES (ANGSTROEM)
Co  -0.280  -0.877  1.357  0.646
N  -4.411  -1.214  -1.578  0.167
C  -3.355  -1.608  -0.617  -0.546
C  -3.588  -2.999  -0.103  -0.082
P  -3.568  -0.379  0.762  0.313
O  -3.510  0.997  -0.108  -0.201
O  -4.959  -0.571  1.224  -0.290
O  -2.390  -0.459  1.685  -0.303
P  -1.769  -1.523  -1.568  0.316
O  -1.907  -0.056  -2.234  -0.188
O  -1.869  -2.531  -2.641  -0.289
O  -0.623  -1.538  -0.585  -0.340
H  -5.308  -1.215  -1.074  0.158
H  -4.376  -1.825  -2.401  0.163
H  -4.167  -0.244  -1.840  0.140
H  -4.552  -3.058  0.405  0.083
H  -2.801  -3.221  0.618  0.087
H  -3.532  -3.727  -0.913  0.082
H  -2.629  1.395  -0.020  -0.083
H  -1.389  0.607  -1.743  -0.060
C  2.083  -0.428  -0.972  -0.155
C  3.512  -0.551  -1.550  -0.139
N  4.427  -1.015  -0.522  -0.175
C  4.418  -0.068  0.579  -0.142
C  2.988  0.056  1.166  -0.143
N  2.079  -0.827  0.435  -0.139
C  2.557  -2.206  0.546  -0.151
C  3.989  -2.313  -0.042  -0.151
H  1.385  -1.063  -1.515  0.107
H  1.730  0.602  -1.035  0.056
H  3.878  0.412  -1.911  0.120
H  3.544  -1.264  -2.377  0.118
H  4.770  0.893  0.199  0.122
H  5.128  -0.419  1.332  0.116
H  2.625  1.080  1.072  0.109
H  2.968  -0.221  2.221  0.119
H  1.858  -2.851  0.012  0.120
H  2.543  -2.486  1.601  0.104
H  4.021  -3.015  -0.880  0.116
H  4.702  -2.652  0.715  0.115
C  -0.008  -2.461  2.444  0.001
C  0.162  -3.365  3.242  -0.106
C  0.396  -4.415  4.159  -0.262
C  1.246  -4.217  5.252  -0.035
C  1.482  -5.244  6.143  -0.093
C  0.880  -6.480  5.963  -0.103
C  0.034  -6.683  4.885  -0.095
C  -0.210  -5.662  3.988  -0.039
H  1.708  -3.250  5.390  0.115
H  2.139  -5.083  6.987  0.099
H  1.067  -7.281  6.664  0.095
H  -0.439  -7.645  4.744  0.099
H  -0.872  -5.815  3.148  0.113
C  1.144  3.633  -4.617  -0.083
C  0.396  2.344  -4.321  -0.452
C  -1.026  2.371  -4.867  -0.042
O  0.344  2.046  -2.930  -0.334
P  0.263  3.023  -1.662  -0.094
S  2.008  3.891  -1.274  0.183
S  -0.551  1.920  -0.211  0.464
O  -0.852  4.113  -2.150  -0.331
C  -1.541  4.868  -1.155  -0.519
C  -3.036  4.616  -1.320  -0.038
C  -1.170  6.338  -1.291  -0.048
H  1.221  3.770  -5.693  0.078
H  2.142  3.599  -4.188  0.050
H  0.613  4.476  -4.183  0.068
H  0.942  1.491  -4.749  0.143
H  -1.558  3.222  -4.450  0.073
H  -1.536  1.456  -4.573  0.071
H  -1.016  2.443  -5.951  0.077
H  -1.228  4.507  -0.166  0.095
H  -3.360  4.920  -2.314  0.080
H  -3.598  5.175  -0.576  0.081
H  -3.245  3.557  -1.190  0.059
H  -1.469  6.710  -2.270  0.078
H  -0.093  6.457  -1.187  0.066
H  -1.669  6.916  -0.517  0.078
N  2.645  3.988  4.328  0.080
C  1.797  3.324  3.914  -0.415
N  0.783  2.660  3.504  0.113
C  0.572  1.583  2.931  -0.328
N  0.278  0.565  2.422  0.059

Summary:
Net charge: -1
HOMO energy (spin up / spin down) in eV: -5.447 / -5.447
Orbital gap (spin up / spin down) in eV: 5.54 / 5.49

Calculated calculated total energy, -2060.4104 -9626.1603 -5071.8812 a.u. (same order as the records).